[1]
# C36H66B5F20N12Zn

C36H66B5F20N12Zn as an isolated structure in a non-equilibrium geometry (ωB97M-V/def2-TZVPD, OMol25).

Atoms and positions in Å:
Zn 1.1867 -4.1923 -1.1949
C 5.6921 -2.9975 6.2767
C 4.7006 -1.8223 6.1603
N 3.6490 -2.0620 5.1886
C 3.7969 -2.5112 3.9081
C 2.6199 -2.6582 3.2528
N 1.6660 -2.4555 4.3146
C 2.3246 -2.0080 5.3856
C 0.2412 -2.7074 4.1114
H 6.7331 -2.6858 6.1824
H 5.6328 -3.8093 5.5507
H 5.5951 -3.4686 7.2523
H 5.1252 -0.8223 6.0819
H 4.2401 -1.7907 7.1494
H 4.7773 -2.5230 3.4571
H 2.2405 -2.6863 2.2411
H 1.9067 -1.7264 6.3392
H 0.1208 -3.3517 3.2380
H -0.2731 -1.7595 3.9570
H -0.2059 -3.2934 4.9124
C -4.2403 1.7997 -8.1803
C -2.8160 1.3141 -8.5598
N -1.9652 0.9527 -7.4157
C -0.9137 0.0709 -7.5163
C -0.4337 -0.1029 -6.2525
N -1.0554 0.8118 -5.4411
C -2.0283 1.4243 -6.1660
C -0.6954 1.0797 -4.0737
H -4.9564 1.3302 -8.8454
H -4.2154 2.8640 -8.4236
H -4.4854 1.6965 -7.1277
H -2.2492 1.9445 -9.2411
H -3.0508 0.4254 -9.1468
H -0.6960 -0.4928 -8.4075
H 0.3492 -0.7761 -5.9218
H -2.6230 2.2659 -5.8588
H -1.6266 1.3013 -3.5541
H 0.1110 1.7807 -3.8487
H -0.2581 0.1830 -3.6230
C -2.0012 2.1542 0.0443
C -2.1260 3.5867 -0.4439
N -2.6430 4.5473 0.5321
C -2.4336 5.9113 0.4207
C -3.2886 6.5475 1.2673
N -3.9678 5.5573 1.9422
C -3.6693 4.3847 1.3724
C -5.0615 5.7562 2.9207
H -1.1466 2.1530 0.7195
H -1.8616 1.4741 -0.7932
H -2.9443 1.8348 0.4889
H -2.8489 3.5856 -1.2663
H -1.2133 3.9835 -0.8847
H -1.7374 6.3645 -0.2648
H -3.5790 7.5721 1.4312
H -4.1790 3.4621 1.5940
H -5.3730 6.7900 2.7948
H -4.7715 5.6383 3.9630
H -5.8408 5.0342 2.6947
C -7.4987 0.6091 1.6665
C -7.3544 -0.3069 0.4708
N -5.9702 -0.8263 0.3668
C -4.8621 -0.2016 -0.1074
C -3.7818 -1.0525 0.0167
N -4.2519 -2.0680 0.8032
C -5.5573 -1.9206 1.0249
C -3.4426 -3.1688 1.3850
H -6.8537 1.4889 1.6143
H -7.1783 0.1364 2.6005
H -8.5282 0.8924 1.8792
H -7.5661 0.2447 -0.4428
H -8.0320 -1.1520 0.5598
H -5.0234 0.6343 -0.7722
H -2.7516 -1.0404 -0.3062
H -6.2040 -2.5996 1.5557
H -4.0325 -3.4562 2.2542
H -2.5066 -2.7036 1.6741
H -3.3944 -4.0179 0.7044
C 3.7531 0.5663 -4.2947
C 3.0523 0.3968 -2.9116
N 3.9629 -0.0917 -1.8813
C 4.4107 0.6812 -0.8114
C 5.3090 -0.0952 -0.1560
N 5.4476 -1.2919 -0.7823
C 4.6123 -1.2747 -1.8264
C 6.4900 -2.2695 -0.4365
H 4.1515 1.5788 -4.2997
H 2.9794 0.4146 -5.0422
H 4.5459 -0.1677 -4.4038
H 2.1917 -0.2732 -2.9173
H 2.6977 1.3659 -2.5571
H 4.0407 1.6783 -0.6616
H 5.9072 0.1175 0.7157
H 4.4474 -2.0610 -2.5551
H 6.3361 -2.6857 0.5538
H 7.4363 -1.8703 -0.7882
H 6.2977 -3.1344 -1.0805
C 0.9471 6.8986 3.9304
C 0.4795 5.5394 4.4070
N 1.0315 4.4240 3.6279
C 1.6233 4.4665 2.3686
C 1.9594 3.1822 2.0698
N 1.6825 2.3551 3.1274
C 1.1338 3.1532 4.0627
C 1.8176 0.9164 3.3491
H 2.0091 7.1312 3.9764
H 0.3731 7.7122 4.3697
H 0.7066 6.9971 2.8641
H -0.6006 5.4087 4.3352
H 0.7611 5.4557 5.4566
H 1.7446 5.3055 1.7071
H 2.5173 2.6960 1.2829
H 0.6461 2.7508 4.9369
H 0.9439 0.4970 3.8330
H 2.7197 0.7013 3.9262
H 2.1210 0.5063 2.3827
B 0.3498 -5.6169 1.4721
F 1.1276 -4.6142 0.7897
F 0.5413 -6.8257 0.8007
F 0.7433 -5.7539 2.7760
F -1.0046 -5.2158 1.5302
B 0.6888 -1.3632 -0.1514
F 1.8606 -1.1914 0.5469
F 1.0284 -2.1454 -1.3173
F -0.1418 -2.1557 0.6200
F -0.0081 -0.2389 -0.6597
B -1.0505 -5.2551 -1.9808
F 0.1675 -5.9153 -1.7554
F -0.7762 -3.8769 -2.0230
F -1.5872 -5.6856 -3.1913
F -2.0134 -5.5692 -1.0139
B 3.8728 -4.8437 -1.1423
F 3.1218 -3.6892 -0.7640
F 4.7283 -4.5330 -2.1815
F 4.4974 -5.3570 -0.0350
F 2.7328 -5.5616 -1.5747
B 1.9978 -3.3174 -4.4380
F 1.8001 -3.8498 -3.1270
F 3.2439 -3.7632 -4.8406
F 1.0609 -3.7790 -5.3792
F 1.8881 -1.9344 -4.4794

Properties
Gap between HOMO and LUMO ... 7.154 eV
Spin multiplicity ... 1
Charge ... +3

[2]
# C8H13AlO5

C8H13AlO5 as an isolated structure in a non-equilibrium geometry (ωB97M-V/def2-TZVPD, OMol25).

Atoms and positions in Å:
Al 2.6585 -0.7239 3.9044
O 2.1552 -0.4087 1.1934
H 2.2932 0.0649 0.3501
O -2.3233 -4.0295 -1.5791
C -1.3280 -3.3770 -1.5058
O -0.6974 -3.2724 -0.3456
C 0.3245 -2.2887 -0.3151
C 0.7508 -2.0875 -1.7228
C -0.5119 -2.5665 -2.5062
H 1.1440 -2.8094 0.1802
H -0.1088 -1.4137 0.1693
H 1.5855 -2.7779 -1.8437
H 0.9351 -1.0238 -1.8731
H -0.2871 -3.1361 -3.4079
H -1.1080 -1.7083 -2.8164
O -2.8528 1.4435 0.9973
C -1.7703 2.0517 0.9055
O -1.6593 3.4625 1.0813
C -0.3699 3.9669 1.0321
C 0.4832 2.6673 1.2945
C -0.3709 1.5374 0.7627
H -0.2951 4.7622 1.7736
H -0.2104 4.6261 0.1788
H 0.7980 2.5242 2.3282
H 1.3323 2.5791 0.6167
H -0.4526 0.6649 1.4108
H -0.1146 1.2726 -0.2631

Properties
Gap between HOMO and LUMO ... 2.535 eV
Spin multiplicity ... 1
Charge ... +2

[3]
# C5H8N2

One molecule with the formula C5H8N2 in a non-equilibrium geometry (ωB97M-V/def2-TZVPD, OMol25).

Atoms and positions in Å:
C -1.6401 -1.0220 0.2845
C -0.6714 -0.0197 -0.2885
C -0.6269 1.4314 0.0167
N 0.3340 0.5094 0.6139
C 1.7203 0.4345 0.1622
C 1.9940 -0.9424 -0.2869
N 2.1102 -2.0021 -0.7345
H -2.1431 -0.6401 1.1777
H -1.0934 -1.9299 0.5631
H -2.3956 -1.2937 -0.4587
H -0.3074 -0.2754 -1.2862
H -0.3168 2.1049 -0.7845
H -1.3343 1.8665 0.7214
H 1.9837 1.0809 -0.6908
H 2.3869 0.6978 0.9906

Properties
Gap between HOMO and LUMO ... 10.677 eV
SMILES string ... C[C@H]1CN1CC#N
Spin multiplicity ... 1
Charge ... 0

[4]
# C15H23N3O3

One molecule with the formula C15H23N3O3 in a non-equilibrium geometry (ωB97M-V/def2-TZVPD, OMol25).

Atoms and positions in Å:
C -1.6236 -1.9596 -0.4679
C -0.4907 -1.0729 0.0670
C -2.6695 -1.1012 -1.1889
C -3.4250 -0.0218 -0.3958
C -3.0864 1.2968 -0.3643
C -4.6218 -0.4285 0.1799
C -3.8599 2.1871 0.3793
C -5.4425 0.4769 0.8389
C -5.0673 1.8035 0.9807
C 1.3562 0.3615 -0.5242
C 0.9483 1.7622 -0.7394
C 2.6590 0.1249 -1.2467
C 3.4110 -1.0202 -0.6351
C 4.6764 -0.7092 0.1638
C 4.4176 -0.0827 1.5407
H -2.3491 -2.0521 1.4741
H -1.5185 -3.3472 0.9187
H -1.2387 -2.7025 -1.1392
H -2.1174 -0.6323 -2.0192
H -3.4412 -1.7977 -1.5602
H -2.2652 1.6765 -0.9359
H -4.9787 -1.4228 0.1034
H -3.5450 3.2299 0.4442
H -6.3405 0.0503 1.3194
H -5.7101 2.5111 1.5199
H 0.2545 -0.9291 -1.8364
H 1.5529 0.1808 0.5565
H 2.3536 -0.0881 -2.3069
H 3.2462 1.0424 -1.3056
H 3.7548 -1.7010 -1.3966
H 2.6434 -1.5061 -0.0347
H 5.3854 -0.0610 -0.4738
H 5.1708 -1.6797 0.3063
H 3.6440 -0.7289 1.9663
H 5.3413 -0.3494 2.1187
H 3.5398 1.5648 0.7786
H 3.8388 1.7000 2.3680
H 1.7686 3.4992 -0.3695
N -2.2112 -2.6633 0.6418
N 0.3592 -0.6430 -0.8817
N 4.2248 1.3164 1.4974
O -0.4230 -0.7852 1.2418
O 0.0521 2.1470 -1.4812
O 1.8268 2.5545 -0.1019

Properties
Gap between HOMO and LUMO ... 9.471 eV
SMILES string ... NCCCC[C@H](NC(=O)[C@@H](N)Cc1ccccc1)C(=O)O
Spin multiplicity ... 1
Charge ... 0

[5]
# C2H2N4

C2H2N4 as an isolated structure in a non-equilibrium geometry (ωB97M-V/def2-TZVPD, OMol25).

Atoms and positions in Å:
C 0.4963 0.1251 -0.9868
N -0.3729 -0.8719 -0.5059
N -1.5706 -0.3498 0.1684
N -1.1805 0.4141 1.0727
C 0.1997 0.1380 0.8337
N 0.8686 0.9593 -0.0669
H 0.8521 0.1350 -2.0129
H 0.7073 -0.5496 1.4977

Properties
Gap between HOMO and LUMO ... 10.189 eV
Spin multiplicity ... 1
Charge ... 0